Formula: C3H2CeO2
Source: the OMol25 dataset
Level of theory: ωB97M-V with the def2-TZVPD basis set

Each line ends with the Löwdin charge.
Cartesian coordinates (Å):
O1 1.1526 0.1527 0.1716  0.2037
C1 -0.0020 -0.2267 0.6383  -0.4900
C2 0.3528 0.7846 -1.3088  0.2085
O2 -0.2527 -0.9031 1.6109  -0.0740
C3 -0.4587 0.9327 -0.1747  0.2753
Ce1 -1.7141 -2.5373 2.8159  2.5436
H1 -0.0007 0.1347 -2.1177  0.1675
H2 0.9228 1.6625 -1.6355  0.1653

Kohn-Sham gap (alpha / beta) ... 3.43 / 3.64 eV
Relative energy (zero: lowest compared OMol25 entry of this formula, charge and spin) ... 12.96 kJ/mol
Molecular weight ... 210.163 g mol⁻¹
Spin multiplicity ... 2
F_max ... 0.1101 hartree/bohr
Net charge ... +3